Molecular formula: C6H9O3P
Method: DFT, the ωB97M-V functional and the def2-TZVPD basis

Lowest unoccupied orbital energy   -0.312 eV
Highest occupied orbital energy   -9.2 eV
Frontier orbital gap   8.89 eV

Positions of all 19 atoms, in Å:
C  1.8004  1.2876  -0.1313
C  -0.5116  1.4982  -0.2226
C  0.9083  -0.4352  -0.5251
C  -0.3867  -0.0414  0.0358
C  -0.5664  -0.4410  1.4441
C  -1.5335  -0.8049  -0.7304
O  2.9363  1.5271  0.0674
O  3.2415  -1.5898  -0.5741
O  0.7249  2.1105  0.0265
P  2.1592  -1.3520  0.3516
H  -0.8840  1.6525  -1.3101
H  -1.2013  1.9889  0.4032
H  0.9021  -0.5333  -1.5583
H  0.1071  -0.0519  2.2717
H  -0.7580  -1.5878  1.6256
H  -1.6005  -0.1859  1.7285
H  -2.3848  -0.5569  -0.1280
H  -1.3136  -1.8699  -0.9533
H  -1.6393  -0.6146  -1.8214